Molecular formula: C10H9FN2O2
Method: DFT, the ωB97M-V functional and the def2-TZVPD basis

Structure (XYZ):
```
24
Properties=species:S:1:pos:R:3:forces:R:3
F 4.2379 1.0899 2.2579 -0.332 -0.106 0.585
O -3.8788 0.4611 -2.5719 0.891 0.257 0.893
O 0.4534 -1.0739 -1.1046 -1.899 1.682 0.000
N -2.3353 -1.5304 -1.9299 0.246 0.254 0.693
N -2.9844 0.5364 -1.4142 -0.243 0.688 0.402
C -0.7157 -0.3489 -0.7030 1.180 1.412 2.258
C 1.8700 0.8968 1.6270 1.544 -1.114 -0.483
C 3.2540 0.4484 1.6181 -2.940 0.392 -2.320
C 1.4074 -0.6009 -0.2546 1.793 -0.959 -0.189
C -1.5218 0.8338 1.4173 0.409 -1.687 0.022
C 0.9674 0.2315 0.7444 -0.863 1.024 -0.173
C 3.6464 -0.5079 0.6355 -3.549 1.239 0.092
C -2.0247 -0.4199 -1.3035 -0.614 -5.926 -3.793
C -0.4844 0.3678 0.4289 1.008 -0.708 0.732
C 2.7534 -0.9572 -0.3534 0.568 -1.383 0.155
H -1.7609 1.8269 1.2427 -0.246 2.247 0.299
H -2.4804 0.3184 1.3070 0.261 -0.262 -0.111
H 3.0648 -1.7355 -1.1160 -0.281 1.195 1.007
H 4.5800 -0.8949 0.7078 2.863 -0.868 -0.141
H -1.6497 -2.2898 -1.8193 -0.142 0.726 0.029
H 1.4823 1.7739 2.1389 0.438 -0.305 0.424
H -4.2590 -0.4546 -2.6653 1.229 0.795 0.942
H -2.4824 1.4086 -1.3237 -1.056 0.900 -0.842
H -1.1396 0.6202 2.4340 -0.265 0.504 -0.482
```
Positions in Å, forces in eV/Å.

- E_HOMO: -8.840 eV
- Energy: -20304.9299 eV
- Orbital gap: 8.873 eV
- Energy above the lowest of the compared OMol25 structures with the same formula, charge and spin: 71.7 kJ/mol
- Lowest unoccupied orbital energy: 0.03 eV

***

Molecular formula: C17H19BN6O3Zr
Method: DFT, the ωB97M-V functional and the def2-TZVPD basis

Structure (XYZ):
```
47
Properties=species:S:1:pos:R:3:forces:R:3
Zr -0.5891 0.7682 -1.6924 2.052 -1.739 4.062
O -1.8417 -0.9943 -1.9912 1.609 1.349 -0.859
O -2.6622 -3.6646 -2.1515 -0.014 0.967 0.508
O -1.7220 -0.2753 0.0560 0.726 0.951 -2.107
N 2.7777 1.0395 -1.6625 -1.208 0.748 -0.865
N 3.5488 1.3682 0.8690 -2.530 -0.902 -0.149
N 1.6061 2.9722 -0.2497 -0.645 -0.318 -1.244
N 1.6054 0.2741 -1.8788 -0.134 0.429 -0.315
N 0.2771 2.4853 -0.3802 0.264 -0.219 -0.336
N 2.6409 0.4610 1.3782 -2.560 0.813 -2.904
C -4.3182 -1.6093 0.4847 -1.003 -0.081 0.605
C -3.5579 -3.1972 -1.2333 -0.158 0.004 -0.802
C 4.6559 1.2746 1.6625 0.136 -0.920 0.834
C -5.7688 -3.3800 -0.2899 0.392 -0.095 -0.144
C -2.2677 -1.1349 -0.7600 -0.540 0.196 1.671
C 4.4346 0.2785 2.6221 -0.691 0.513 -0.920
C 1.8440 -0.4377 -3.0413 0.444 1.123 -0.366
C 3.1073 -0.1981 2.3720 2.553 1.075 0.386
C -3.3209 -2.0626 -0.3980 0.821 0.407 -1.313
C -4.7918 -3.8443 -1.1679 0.239 -0.021 0.197
C 0.2241 4.7424 -0.1098 -0.845 -0.317 0.031
C -0.5412 3.5745 -0.1684 0.969 0.422 -0.592
C 3.5816 0.9256 -2.7580 -1.097 -0.123 1.293
C -5.5605 -2.2570 0.5230 0.742 0.700 0.465
C 3.0356 -0.0118 -3.6312 -0.797 -0.644 -0.282
C 1.5538 4.3301 -0.1644 -0.216 -1.459 -0.095
C -0.6860 -1.4746 4.1230 -0.449 1.704 -0.402
B 2.9582 2.0975 -0.4708 2.052 -0.254 2.300
H 5.0552 -0.1084 3.3960 0.613 0.214 0.216
H 1.1213 -1.1524 -3.4143 0.052 -0.149 0.039
H -6.7120 -3.9104 -0.2425 -0.023 0.117 -0.049
H -4.1104 -0.7108 1.0840 -0.234 -0.518 -0.261
H -0.1609 5.7615 -0.0793 0.235 -0.432 0.222
H 2.4585 4.9377 -0.2000 -0.234 -0.398 0.236
H 5.5257 1.8854 1.5441 0.216 0.214 -0.209
H -4.9659 -4.6879 -1.8391 0.036 0.241 0.322
H -6.3617 -1.8790 1.1803 0.589 -0.298 -0.431
H -1.9928 -2.9750 -2.3595 -0.610 -0.785 0.209
H 4.4682 1.5469 -2.9007 -0.268 -0.350 0.441
H -0.4454 -2.4635 4.4010 0.258 -1.121 0.293
H 3.4242 -0.3161 -4.6054 -0.083 0.014 0.573
H -1.7348 -1.2519 4.4033 0.609 -0.134 -0.153
H -0.5651 -1.3457 3.0298 -0.039 -0.067 0.539
H -1.6182 3.4694 -0.0857 0.093 -0.030 -0.041
H -0.0169 -0.7676 4.6501 -0.373 -0.373 -0.306
H 3.8651 2.8640 -0.7279 -0.643 -0.096 -0.550
H 2.5429 -0.9461 2.8746 -0.310 -0.360 0.253
```
Positions in Å, forces in eV/Å.

- Charge: +2
- E_HOMO: -13.164 eV
- Energy: -34960.3660 eV
- Orbital gap: 2.983 eV
- Energy above the lowest of the compared OMol25 structures with the same formula, charge and spin: 90.2 kJ/mol
- Lowest unoccupied orbital energy: -10.18 eV

***

Molecular formula: C32H24CrN7O3
Method: DFT, the ωB97M-V functional and the def2-TZVPD basis

Structure (XYZ):
```
67
Properties=species:S:1:pos:R:3:forces:R:3
Cr -0.1847 0.1127 -0.9434 0.070 0.183 -0.078
O -0.9991 -1.3593 -1.9025 -0.003 -0.005 0.065
O 2.6064 -4.7996 4.9562 0.003 0.002 -0.002
O 1.4775 0.3919 -2.0147 0.036 -0.017 -0.028
N -2.0235 -6.3685 0.9555 -0.030 -0.024 -0.023
N -0.0362 -3.2918 0.9302 0.010 0.047 0.019
N 3.6273 0.9821 -2.0488 0.003 0.016 0.009
N 5.4668 -0.8090 0.0324 -0.002 0.016 0.026
N 0.7207 -1.3532 -0.0265 -0.058 -0.059 0.002
N -1.5352 -6.9573 1.9314 -0.013 0.008 0.027
N 0.6380 1.5975 0.3548 -0.024 -0.007 0.003
C -0.5893 -5.1454 3.3186 -0.032 -0.021 0.021
C -4.2558 1.6124 1.2923 0.002 -0.005 0.001
C -3.3121 2.5105 0.8240 -0.002 0.003 0.002
C 0.4512 -4.6503 4.0751 0.014 -0.018 0.008
C -4.0493 0.2514 1.1201 0.003 0.004 -0.004
C -1.1810 3.0565 -0.3281 -0.016 0.017 -0.014
C -0.1502 -2.4467 -0.0097 0.005 -0.016 -0.020
C -0.6831 5.1569 -1.4334 0.003 -0.005 0.002
C 2.6077 -3.0164 0.2399 0.002 -0.002 0.016
C 1.6260 -5.3860 4.2185 -0.013 0.026 -0.001
C 4.3301 -0.8060 -0.1649 0.006 -0.030 -0.047
C -2.3006 -4.5581 -0.5082 -0.016 -0.071 0.037
C 0.6644 -7.1495 2.9030 0.003 -0.018 0.020
C 1.7299 -6.6461 3.6368 -0.008 -0.005 -0.013
C 1.1176 3.7487 -0.7121 0.004 0.004 -0.007
C 1.0427 -5.1260 0.1566 0.003 0.049 -0.016
C -2.0537 -3.3948 -1.3095 0.013 0.034 -0.039
C -1.0827 -2.4462 -1.1609 -0.010 0.006 0.017
C 2.2584 -4.3368 0.2123 0.013 -0.004 -0.012
C 2.0100 -1.6873 -0.0290 0.005 0.017 0.004
C -2.8986 -0.1998 0.4878 0.006 0.012 -0.002
C -1.9194 0.6769 0.0147 -0.002 -0.101 0.069
C -2.1550 2.0551 0.1903 0.000 -0.002 -0.001
C -0.4716 -6.3868 2.6990 0.030 -0.020 0.034
C 2.9473 -0.6951 -0.4759 -0.002 0.013 0.025
C 2.6346 0.2320 -1.5216 -0.019 -0.019 -0.002
C 0.6781 4.9126 -1.3216 -0.004 -0.003 0.002
C -1.5004 -5.1684 0.4033 0.046 0.078 -0.036
C -1.5957 4.2371 -0.9422 -0.002 0.006 -0.003
C -0.1430 -4.6123 0.5359 -0.016 -0.053 -0.055
C 3.8304 -5.4957 5.0849 -0.005 0.003 0.006
C 0.1948 2.8391 -0.2205 0.008 -0.021 -0.012
H 2.1777 3.5434 -0.6136 0.000 0.001 0.000
H 0.2051 1.4309 1.2598 -0.004 -0.002 -0.002
H 4.2858 -5.6809 4.1083 0.002 -0.001 0.000
H -3.2456 -5.0623 -0.6809 -0.007 0.016 -0.002
H 3.1444 -4.9668 0.2109 -0.003 -0.006 0.002
H 3.6835 -2.9021 0.2873 0.002 0.003 0.000
H -2.7598 -3.2020 -2.1082 -0.002 -0.009 0.001
H -2.6568 4.4194 -1.0546 0.001 -0.002 0.000
H 4.4832 -4.8539 5.6696 0.001 -0.002 0.000
H 1.1330 -6.1742 -0.0975 0.003 0.002 0.003
H -5.1452 1.9735 1.7926 -0.002 -0.001 -0.002
H -4.7838 -0.4591 1.4785 0.000 0.000 0.003
H -3.4647 3.5740 0.9672 0.001 0.000 -0.002
H 4.5912 0.7876 -1.8332 0.001 -0.004 -0.003
H 0.7248 -8.1349 2.4583 -0.003 -0.001 -0.002
H -2.7725 -1.2685 0.3590 -0.007 -0.006 0.004
H 3.4051 1.5049 -2.8784 0.001 -0.003 -0.004
H 2.6201 -7.2458 3.7569 0.000 0.000 0.001
H 1.3965 5.6237 -1.7067 0.000 0.001 0.000
H 3.6955 -6.4461 5.6083 0.003 -0.001 -0.001
H -1.0351 6.0600 -1.9137 0.000 0.001 -0.001
H -1.4924 -4.5621 3.1897 0.002 0.000 0.003
H 1.6470 1.5667 0.4617 0.000 -0.007 0.003
H 0.3844 -3.6814 4.5511 0.000 0.002 -0.001
```
Positions in Å, forces in eV/Å.

- E_HOMO (alpha / beta): -7.595 / -7.652 eV
- Energy: -78565.3182 eV
- Orbital gap (alpha / beta): 6.780 / 6.832 eV
- Energy above the lowest of the compared OMol25 structures with the same formula, charge and spin: 264.5 kJ/mol
- Lowest unoccupied orbital energy (alpha / beta): -0.81 / -0.82 eV
- Spin multiplicity: 4

***

Molecular formula: C8H7NS
Method: DFT, the ωB97M-V functional and the def2-TZVPD basis

Structure (XYZ):
```
17
Properties=species:S:1:pos:R:3:forces:R:3
S -1.5420 1.8158 3.6479 -0.229 -0.270 1.282
N -0.9973 1.3788 1.1343 -1.610 1.640 0.010
C 1.1407 0.3789 1.0669 -0.193 0.687 -0.774
C -0.1729 0.6580 0.5582 0.094 -2.265 -0.003
C 2.2801 0.1605 1.3331 -2.422 0.406 -0.579
C -0.5595 -1.7906 -0.5956 0.836 -0.079 0.086
C -0.6882 -0.2443 -0.5501 2.431 -0.884 0.377
C 0.0914 -0.9014 -1.6352 -0.034 -0.341 0.669
C -1.3595 2.2268 2.1142 0.707 -0.531 -1.249
C 0.9189 -0.7540 -2.6709 -1.024 0.754 -0.847
H -1.4275 -2.4788 -0.6444 0.234 1.042 -0.701
H 3.1809 -0.0494 1.6948 3.221 -0.691 1.091
H 1.1032 -1.6250 -3.3189 0.364 0.386 0.571
H -1.6489 3.2020 1.7348 0.201 0.190 -0.075
H 1.1861 0.2636 -3.1341 -0.394 -1.616 1.120
H 0.1164 -2.2660 0.1225 0.269 0.525 -0.230
H -1.6218 0.0252 -0.8575 -2.450 1.049 -0.747
```
Positions in Å, forces in eV/Å.

- E_HOMO: -8.533 eV
- Energy: -20729.0348 eV
- Orbital gap: 8.319 eV
- Energy above the lowest of the compared OMol25 structures with the same formula, charge and spin: 404.4 kJ/mol
- Lowest unoccupied orbital energy: -0.21 eV